ORCA calculation (ωB97M-V with the def2-TZVPD basis set) on a molecular structure, C3H4HoLiO3.

charge: +3
orbital gap (alpha / beta): 6.61 / 8.78 eV
F_max: 3.62 eV Å⁻¹
electronic energy: -1296.822118 hartree
LUMO energy (alpha / beta): -0.51632 / -0.51938 Eh
energy relative to the best compared isomer or geometry (same formula, charge and spin): 1.989 eV
2S+1: 6

Last column: Mulliken spin population.
Element x y z (Å)
1 O -0.850 1.683 0.341  0.00
2 H -2.526 -1.938 -0.930  0.00
3 C -0.542 -1.719 -0.005  -0.03
4 Ho 2.602 0.112 0.204  5.30
5 H -0.369 -2.002 -1.085  0.01
6 O -0.020 -0.384 0.152  -0.14
7 C -2.056 -1.552 -0.022  0.00
8 H -2.530 -2.036 0.839  0.00
9 O -2.225 -0.070 0.225  0.00
10 C -1.083 0.500 0.420  -0.14
11 Li -1.405 3.116 -0.714  0.01
12 H -0.214 -2.322 0.847  0.01



ORCA calculation (ωB97M-V with the def2-TZVPD basis set) on 2 unconnected molecules or ions with the total composition C2H4FP.

charge: 0
orbital gap: 10.01 eV
F_max: 3.77 eV Å⁻¹
electronic energy: -519.693416 hartree
LUMO energy: -0.01162 Eh
energy relative to the best compared isomer or geometry (same formula, charge and spin): 2.789 eV

Last column: natural (NBO) charge in e.
Element x y z (Å)
1 C -1.065 -0.315 -0.033  -0.76
2 F 0.534 1.714 -0.188  -0.56
3 C 0.401 -0.179 -0.165  0.00
4 H -1.270 0.630 0.543  0.30
5 H 2.573 0.454 0.030  0.06
6 H -1.739 -0.431 -0.932  0.26
7 H -1.322 -1.039 0.771  0.25
8 P 1.888 -0.833 -0.028  0.45



ORCA calculation (ωB97M-V with the def2-TZVPD basis set) on C17H16Cl2N4O3S2 in the gas phase.

structure (SMILES): N#Cc1ccsc1NC(=O)CN1CCN(S(=O)(=O)c2cc(Cl)ccc2Cl)CC1
charge: 0
orbital gap: 8.88 eV
F_max: 1.10 eV Å⁻¹
electronic energy: -2818.919760 hartree
LUMO energy: 0.00790 Eh

Last column: natural (NBO) charge in e.
Element x y z (Å)
1 Cl -1.266 2.915 2.611  0.06
2 H 0.943 -3.173 -1.627  0.23
3 H 1.164 -0.322 -2.381  0.45
4 H 0.457 1.308 -0.207  0.22
5 C -4.397 0.179 4.267  -0.07
6 H -2.234 -0.950 0.893  0.22
7 S -0.626 -0.150 2.846  2.33
8 O -0.703 -1.574 3.012  -0.95
9 C 1.493 -0.526 0.324  -0.25
10 H -1.634 -0.061 -0.531  0.22
11 C -2.216 0.524 3.354  -0.37
12 N 0.249 2.421 -3.397  -0.33
13 C 1.585 -2.412 -1.173  -0.31
14 N 2.006 -0.707 -2.802  -0.63
15 C 2.478 -1.870 -2.278  0.68
16 O 3.487 -2.402 -2.685  -0.59
17 C 0.650 0.697 0.681  -0.24
18 C 1.173 1.897 -3.834  0.28
19 C -3.695 2.392 3.657  -0.21
20 N -0.627 0.293 1.230  -0.67
21 C -3.172 -0.332 3.862  -0.14
22 H 1.155 1.298 1.437  0.25
23 Cl -5.596 -0.879 4.899  0.03
24 S 4.087 -0.648 -4.523  0.52
25 H 3.070 2.569 -5.855  0.23
26 C 2.661 -0.021 -3.793  0.06
27 H -1.018 -2.427 -0.761  0.21
28 N 0.759 -1.351 -0.627  -0.47
29 C -1.340 -0.618 0.363  -0.23
30 H -2.937 -1.382 3.937  0.25
31 C -4.658 1.540 4.166  -0.19
32 C -2.468 1.883 3.246  -0.02
33 H -3.887 3.449 3.574  0.24
34 H 2.436 -0.210 -0.128  0.21
35 C 2.293 1.206 -4.311  -0.29
36 H 2.212 -2.915 -0.422  0.21
37 H -0.296 -2.430 0.873  0.20
38 H -5.612 1.928 4.487  0.24
39 C -0.481 -1.824 -0.026  -0.24
40 H 4.988 0.827 -6.247  0.24
41 C 4.184 0.749 -5.543  -0.43
42 C 3.188 1.638 -5.329  -0.20
43 O 0.426 0.551 3.512  -0.92
44 H 1.714 -1.082 1.251  0.19



ORCA calculation (ωB97M-V with the def2-TZVPD basis set) on a molecular structure, C18H25BHgN8O3.

charge: 0
orbital gap: 8.12 eV
F_max: 4.27 eV Å⁻¹
electronic energy: -1542.999069 hartree
LUMO energy: 0.00899 Eh
energy relative to the best compared isomer or geometry (same formula, charge and spin): 1.062 eV

Last column: natural (NBO) charge in e.
Element x y z (Å)
1 C -3.731 2.017 1.855  -0.36
2 H -5.290 -2.896 -0.633  0.23
3 C 3.550 1.486 1.173  -0.39
4 C 1.975 0.491 -0.609  0.70
5 N -2.429 0.722 0.560  -0.41
6 C -4.156 0.692 1.979  -0.02
7 H -4.111 2.883 2.353  0.23
8 H -2.429 -3.321 3.116  0.24
9 H 4.306 0.397 -2.075  0.22
10 N 0.814 1.188 -0.610  -0.79
11 N 2.000 3.216 -0.648  -0.69
12 H 3.610 0.672 3.143  0.21
13 H -0.829 -1.552 -0.218  0.41
14 H -4.890 -2.882 -3.325  0.24
15 H -1.731 2.646 -2.463  0.23
16 C 3.370 0.326 2.131  -0.61
17 C -3.095 -1.692 -2.783  0.00
18 H 2.878 2.300 1.479  0.22
19 Hg -1.175 0.179 -1.551  1.41
20 C -4.272 -2.408 -2.581  -0.35
21 H 0.315 -3.678 3.194  0.25
22 N -3.510 -1.749 -0.607  -0.31
23 N -2.616 -1.273 -1.572  -0.48
24 C -1.653 -2.955 2.455  0.05
25 H -2.610 -1.460 -3.713  0.23
26 C 0.773 2.548 -0.453  0.80
27 H 4.572 1.886 1.262  0.21
28 H 5.470 -0.754 0.500  0.19
29 H 4.032 -1.464 -0.311  0.23
30 H -4.938 0.236 2.572  0.22
31 C 3.326 1.227 -0.344  -0.25
32 C 4.529 0.504 -1.003  -0.39
33 O 3.992 3.123 -1.765  -0.57
34 N -1.976 -2.223 1.373  -0.27
35 H -1.888 1.392 -3.788  0.20
36 O -0.221 3.225 -0.205  -0.65
37 C -4.502 -2.430 -1.213  0.02
38 H 4.032 -0.511 1.896  0.21
39 H -0.246 1.956 -3.265  0.21
40 N -0.822 -1.953 0.719  -0.28
41 H -4.250 -2.112 1.533  -0.02
42 H -2.031 2.807 0.621  0.27
43 N -3.351 -0.066 1.199  -0.35
44 C 3.179 2.594 -1.025  0.72
45 H 5.393 1.184 -0.940  0.22
46 H 1.223 -2.328 0.925  0.28
47 B -3.332 -1.602 0.945  0.54
48 O 1.957 -0.740 -0.802  -0.70
49 H 5.580 -1.340 -1.161  0.21
50 C 4.922 -0.844 -0.442  -0.62
51 C -1.282 1.774 -2.957  -1.21
52 C -2.645 1.982 0.955  -0.02
53 H 1.907 4.200 -0.846  0.42
54 C -0.259 -3.125 2.476  -0.33
55 C 0.229 -2.467 1.350  0.04
56 H 2.335 -0.032 2.145  0.20



ORCA calculation (ωB97M-V with the def2-TZVPD basis set) on a molecular structure, C47H50Ge2N4O7PSTi.

charge: 0
orbital gap (alpha / beta): 6.39 / 6.24 eV
F_max: 1.03 eV Å⁻¹
electronic energy: -8309.784192 hartree
LUMO energy (alpha / beta): -0.02654 / -0.02776 Eh
energy relative to the best compared isomer or geometry (same formula, charge and spin): 0.000 eV
2S+1: 2

Last column: Mulliken spin population.
Element x y z (Å)
1 H -6.465 1.670 -1.393  0.00
2 H 5.866 -2.639 -2.926  0.00
3 H -0.546 1.903 -2.539  -0.03
4 H -2.634 -4.290 3.901  0.00
5 C -0.974 -3.470 0.399  0.02
6 C -3.087 3.014 -2.634  -0.01
7 H 1.173 5.364 -2.542  0.00
8 H -1.030 7.000 -1.218  0.00
9 C 3.130 1.127 -1.000  -0.01
10 C -2.220 -4.369 0.420  0.00
11 C -1.807 -5.046 -2.010  0.00
12 H 0.538 5.518 1.534  0.00
13 H -4.307 -1.801 -0.304  0.00
14 O 0.986 1.679 1.107  0.00
15 C 4.416 -3.995 -2.108  0.00
16 O -0.123 -0.103 2.136  -0.02
17 C 0.636 4.427 -2.380  0.00
18 C 0.173 -1.484 -4.090  0.00
19 H 1.531 4.163 0.996  0.00
20 C 2.967 0.107 3.892  0.00
21 C -5.513 2.043 -1.754  0.00
22 N -1.090 -2.134 0.128  0.00
23 H 2.696 0.372 -2.973  0.00
24 H 3.653 2.167 0.805  0.00
25 O 0.103 -3.988 0.629  0.00
26 H -2.352 5.903 -1.652  0.00
27 H -0.600 1.694 -4.970  0.00
28 C 4.203 -0.488 4.093  0.00
29 N -0.153 0.380 -7.246  0.00
30 H 4.617 -0.542 5.091  0.00
31 H 4.845 -0.645 -1.928  0.00
32 H -0.004 4.260 -3.250  0.00
33 O -4.578 -4.262 -0.026  0.00
34 H 4.915 -1.348 0.905  0.00
35 C 3.101 1.196 -2.395  0.00
36 H -2.153 3.433 -3.002  0.00
37 C 4.144 3.312 -0.938  0.00
38 C -4.172 2.981 -3.500  0.00
39 S 0.863 0.982 2.416  -0.01
40 H -4.543 1.728 0.119  0.00
41 H -0.017 1.314 -6.907  0.00
42 C 3.613 2.303 -3.051  0.00
43 C 2.435 0.175 2.616  0.00
44 H 0.384 -2.462 -4.499  0.00
45 H 2.836 -5.090 -1.142  0.00
46 H -3.537 -3.324 2.744  0.00
47 N -0.111 -0.072 -2.185  -0.11
48 C -4.420 2.076 -0.900  0.00
49 C 3.121 -0.342 1.512  0.00
50 H 0.356 -2.073 -2.036  0.00
51 C -2.006 -5.522 -0.576  0.00
52 H -2.102 6.352 0.030  0.00
53 C 4.902 -1.001 3.013  0.00
54 H 2.412 0.534 4.716  0.00
55 C -3.470 1.861 3.632  0.00
56 C 2.690 -2.993 -0.766  0.01
57 N -3.458 -2.313 -0.107  0.00
58 C -2.155 3.972 2.421  -0.01
59 C -2.364 -4.928 1.853  0.00
60 C 0.991 5.047 0.661  0.00
61 C -3.525 -3.681 0.073  0.00
62 C 4.137 3.364 -2.323  0.00
63 C -0.355 0.950 -3.007  0.06
64 H 4.871 -4.872 -2.550  0.00
65 H -3.192 -5.639 1.845  0.00
66 C -1.588 6.117 -0.902  0.00
67 C 4.362 -0.932 1.736  0.00
68 H -3.976 1.024 4.099  0.00
69 C 0.154 -1.267 -2.729  0.04
70 H -1.134 -6.083 -0.238  0.00
71 C -2.307 2.785 1.709  -0.01
72 H 1.702 5.752 0.224  0.00
73 C -2.593 -3.850 2.905  0.00
74 C 4.974 -2.742 -2.322  0.00
75 H -2.505 5.042 4.243  0.00
76 C -2.646 4.109 3.712  0.00
77 C -5.393 2.490 -3.062  0.00
78 C 3.278 -4.119 -1.324  0.00
79 H 4.528 4.232 -2.836  0.00
80 H -1.448 -5.479 2.069  0.00
81 H 1.371 3.623 -2.331  0.00
82 H 4.536 4.142 -0.364  0.00
83 C -0.086 -0.419 -4.943  0.00
84 H 3.595 2.341 -4.133  0.00
85 H -1.788 -3.111 2.907  0.00
86 C -0.056 -0.697 -6.423  0.00
87 C 4.394 -1.614 -1.760  0.00
88 H -3.082 0.780 1.833  0.00
89 Ge -0.377 4.570 -0.679  -0.01
90 C -3.309 3.054 4.321  0.00
91 P 2.409 -0.328 -0.182  0.07
92 H 1.801 -3.112 -0.156  0.00
93 O 0.033 -1.832 -6.840  0.00
94 H -1.638 4.815 1.973  0.00
95 H -1.645 -5.890 -2.680  0.00
96 Ge -1.598 2.514 -0.114  0.09
97 H -2.680 -4.501 -2.377  0.00
98 Ti -0.302 0.097 0.028  0.97
99 C -0.359 0.820 -4.382  0.00
100 H 5.870 -1.462 3.158  0.00
101 H -3.690 3.159 5.329  0.00
102 H -0.035 0.214 -8.231  0.00
103 C -2.294 -1.603 -0.069  0.01
104 H -4.065 3.351 -4.513  0.00
105 H -2.875 -6.177 -0.512  0.00
106 C -2.968 1.730 2.345  0.00
107 H -0.935 -4.392 -2.093  0.00
108 O -2.334 -0.354 -0.239  -0.02
109 C 3.242 -1.733 -0.984  -0.01
110 C -3.179 2.560 -1.318  -0.01
111 O 0.616 1.769 3.575  0.00
112 H -6.245 2.464 -3.730  0.00
113 C 3.646 2.198 -0.277  0.00